91
Properties=species:S:1:pos:R:3 method="wB97M-V/def2-TZVPD" e_above_lowest_kcal_mol=18.7 charge=+1 homo_ev=-9.753 max_force_ev_per_a=1.021 lumo_ha=-0.201 homo_lumo_gap_ev=4.284 multiplicity=1
Pd -0.239 1.298 0.231
S 1.324 1.268 1.859
C 2.316 2.331 0.922
S 1.192 2.997 -0.209
C 3.640 2.543 1.039
C 4.362 1.864 2.077
N 4.874 1.313 2.946
C 4.319 3.409 0.118
N 4.857 4.110 -0.616
C -4.503 4.091 2.800
C -5.162 3.972 1.409
S -4.770 2.457 0.477
C -3.425 2.996 -0.611
C -2.304 3.711 0.123
S -1.659 2.682 1.476
C -0.792 3.930 2.451
C -1.753 4.480 3.515
S -3.219 5.389 2.943
H -4.062 3.139 3.091
H -5.261 4.344 3.539
H -4.941 4.839 0.784
H -6.244 3.944 1.525
H -3.822 3.671 -1.370
H -3.084 2.087 -1.110
H -2.685 4.609 0.607
H -1.472 3.998 -0.518
H -0.400 4.706 1.796
H 0.043 3.426 2.936
H -1.194 5.196 4.117
H -2.084 3.680 4.178
C -0.027 -2.296 1.138
N -1.412 -2.421 0.706
C -1.749 -3.742 0.188
P -2.523 -1.254 0.987
O -2.008 0.150 0.695
N -3.842 -1.517 0.067
C -3.910 -1.060 -1.319
C -5.021 -2.240 0.520
N -2.975 -1.365 2.556
C -2.767 -2.526 3.406
C -3.785 -0.306 3.148
H 0.655 -2.322 0.285
H 0.238 -3.115 1.813
H 0.124 -1.367 1.683
H -1.144 -3.967 -0.693
H -2.798 -3.789 -0.095
H -1.557 -4.510 0.943
H -2.996 -0.539 -1.592
H -4.761 -0.386 -1.445
H -4.043 -1.911 -1.994
H -4.906 -2.564 1.552
H -5.193 -3.123 -0.102
H -5.906 -1.602 0.454
H -2.154 -3.268 2.900
H -3.721 -2.990 3.676
H -2.261 -2.235 4.329
H -3.901 0.519 2.445
H -3.306 0.071 4.056
H -4.778 -0.681 3.415
C 7.835 0.078 -2.072
C 6.699 -0.888 -1.868
C 6.942 -2.142 -1.324
C 5.908 -3.046 -1.135
C 4.617 -2.699 -1.490
C 4.365 -1.449 -2.046
N 3.031 -1.051 -2.350
C 1.993 -1.858 -2.732
C 2.220 -3.066 -3.419
C 1.167 -3.837 -3.849
C -0.161 -3.448 -3.635
C -0.402 -2.265 -2.982
C 0.654 -1.467 -2.514
C 0.301 -0.280 -1.737
O 1.142 0.343 -0.951
O -0.876 0.147 -1.717
C 5.397 -0.528 -2.241
C 5.159 0.826 -2.861
H 8.768 -0.338 -1.696
H 7.654 1.025 -1.559
H 7.972 0.311 -3.130
H 7.952 -2.410 -1.040
H 6.103 -4.012 -0.690
H 3.797 -3.379 -1.303
H 2.778 -0.139 -2.014
H 3.236 -3.368 -3.630
H 1.376 -4.757 -4.381
H -0.979 -4.063 -3.984
H -1.413 -1.924 -2.803
H 4.126 0.976 -3.168
H 5.777 0.949 -3.752
H 5.433 1.633 -2.179


82
Properties=species:S:1:pos:R:3 method="wB97M-V/def2-TZVPD" e_above_lowest_kcal_mol=0.1 charge=+2 homo_ev="-12.656 / -12.650" max_force_ev_per_a=6.073 lumo_ha="-0.270 / -0.344" homo_lumo_gap_ev="5.309 / 3.292" multiplicity=5
C -0.595 5.574 -4.806
C -1.042 4.510 -5.606
C -1.398 4.806 -6.950
C -1.049 6.058 -7.463
N -0.513 7.008 -6.701
C -0.275 6.783 -5.416
C -0.879 3.175 -5.187
C -0.867 2.156 -4.230
C -1.299 1.671 -2.970
C -0.573 0.598 -2.383
C -1.009 -0.009 -1.203
C -2.291 0.289 -0.711
C -2.958 1.436 -1.187
C -2.425 2.140 -2.263
Fe 0.069 1.706 -5.668
P 2.727 -0.507 -1.552
H -1.826 4.063 -7.620
H -0.369 5.441 -3.749
H -1.189 6.292 -8.529
H 0.190 7.601 -4.852
H -2.890 3.059 -2.549
H 0.361 0.263 -2.805
H -3.838 1.746 -0.686
H -0.361 -0.664 -0.656
C 2.420 -1.871 -0.340
C 2.948 -3.275 -0.641
H 1.325 -1.913 -0.222
H 2.830 -1.517 0.620
H 2.687 -3.941 0.196
H 2.495 -3.705 -1.546
H 4.042 -3.305 -0.747
C 3.266 -1.349 -3.113
C 3.732 -0.373 -4.194
H 2.393 -1.922 -3.470
H 4.058 -2.072 -2.870
H 3.756 -0.887 -5.162
H 3.051 0.484 -4.293
H 4.740 0.011 -3.995
C 4.310 0.180 -0.915
C 5.502 -0.763 -0.904
H 4.095 0.535 0.102
H 4.527 1.071 -1.520
H 6.397 -0.213 -0.599
H 5.381 -1.585 -0.194
H 5.716 -1.191 -1.886
Br -3.058 -0.816 0.546
P -1.881 -2.313 -4.599
C -0.231 -2.610 -3.865
C 0.130 -4.097 -3.947
H -0.224 -2.244 -2.834
H 0.457 -2.002 -4.464
H 1.209 -4.238 -3.826
H -0.372 -4.700 -3.178
H -0.155 -4.504 -4.925
C -2.955 -2.400 -3.076
C -4.174 -3.305 -3.229
H -3.258 -1.372 -2.843
H -2.324 -2.745 -2.245
H -4.639 -3.469 -2.251
H -4.929 -2.854 -3.879
H -3.895 -4.280 -3.638
C -2.243 -0.646 -5.196
C -2.944 -0.700 -6.550
H -1.268 -0.123 -5.227
H -2.863 -0.152 -4.435
H -3.274 0.306 -6.826
H -2.263 -1.066 -7.327
H -3.816 -1.357 -6.517
C 1.602 3.832 4.189
C 1.219 3.185 2.871
C 1.545 1.851 2.628
C 1.174 1.277 1.408
N 0.530 1.949 0.458
C 0.217 3.222 0.676
C 0.524 3.889 1.875
H 1.241 3.215 5.034
H 2.701 3.920 4.296
H 1.161 4.839 4.268
H 2.075 1.245 3.364
H 1.417 0.238 1.195
H -0.293 3.762 -0.124
H 0.218 4.924 2.019


83
Properties=species:S:1:pos:R:3 method="wB97M-V/def2-TZVPD" charge=-1 homo_ev="-1.963 / -1.764" max_force_ev_per_a=4.049 lumo_ha="0.050 / 0.044" homo_lumo_gap_ev="3.326 / 2.958" multiplicity=1
P -0.373 0.904 -1.463
C -2.010 0.235 -1.954
C -2.574 1.007 -3.146
C -4.019 0.581 -3.427
C -4.157 -0.938 -3.567
C -3.526 -1.734 -2.413
C -2.080 -1.298 -2.121
C 1.032 0.121 -2.285
C 0.955 0.438 -3.766
C 2.278 0.037 -4.419
C 2.648 -1.421 -4.134
C 2.570 -1.818 -2.645
C 1.248 -1.382 -1.994
C -0.339 2.757 -1.443
C -1.454 3.245 -0.508
C -1.420 4.767 -0.429
C -0.054 5.328 -0.020
C 1.102 4.709 -0.817
C 1.031 3.185 -0.896
H -2.626 0.452 -1.055
H -1.960 0.832 -4.037
H -2.552 2.090 -2.953
H -4.374 1.074 -4.339
H -4.662 0.940 -2.616
H -5.214 -1.216 -3.672
H -3.655 -1.242 -4.495
H -4.124 -1.612 -1.500
H -3.544 -2.807 -2.653
H -1.720 -1.783 -1.198
H -1.438 -1.637 -2.947
H 1.924 0.607 -1.856
H 3.065 0.699 -4.038
H 0.774 1.509 -3.936
H 0.127 -0.110 -4.231
H 2.225 0.213 -5.497
H 3.654 -1.638 -4.516
H 1.950 -2.067 -4.685
H 2.708 -2.903 -2.537
H 3.395 -1.349 -2.091
H 1.282 -1.543 -0.904
H 0.425 -1.997 -2.379
H -0.488 3.221 -2.440
H -2.447 2.910 -0.839
H -1.306 2.791 0.481
H -1.662 5.140 -1.433
H -2.203 5.131 0.243
H 0.110 5.160 1.052
H -0.050 6.412 -0.177
H 2.069 5.017 -0.402
H 1.061 5.082 -1.847
H 1.857 2.805 -1.519
H 1.159 2.729 0.094
Lu -0.275 -0.373 2.263
Cl 1.843 0.425 1.251
Cl -2.352 0.854 1.969
C -0.789 -2.266 1.289
H -1.822 -2.389 0.916
C 0.041 -3.393 1.216
C 1.490 -3.308 1.302
C 2.255 -4.464 1.298
C 1.648 -5.727 1.209
C 0.248 -5.827 1.102
C -0.550 -4.698 1.083
H 1.959 -2.316 1.369
H 3.349 -4.389 1.373
H -0.226 -6.815 1.041
H -1.633 -4.753 1.006
H 2.259 -6.629 1.228
N 2.426 1.954 7.981
C 2.036 1.935 6.668
O 2.259 2.876 5.919
C 1.353 0.661 6.228
C 1.075 -0.477 7.015
C 0.411 -1.552 6.436
C 0.031 -1.503 5.106
N 0.240 -0.378 4.379
C 0.955 0.657 4.895
H 2.772 2.820 8.368
H 2.058 1.267 8.627
H 1.389 -0.530 8.060
H 0.179 -2.444 7.014
H -0.445 -2.330 4.557
H 1.196 1.480 4.206